A cluster of 2 separate species, C5H14NO2 in total, computed with the ωB97M-V functional and the def2-TZVPD basis.

The calculation puts the relative energy (zero: lowest compared OMol25 entry of this formula, charge and spin) at 0.9662 eV. Its maximum force is 0.0501 hartree/bohr. Its net charge is -1. The calculation puts the LUMO energy at 3.8 eV.

Element x y z (Å)
C1 1.285 -1.154 -2.223
N1 2.003 -0.541 -1.104
C2 1.190 -0.047 0.045
C3 0.152 0.975 -0.545
C4 -0.369 1.896 0.628
O1 -1.205 1.194 1.440
C5 0.505 -1.224 0.756
H1 0.981 -0.394 -2.947
H2 0.354 -1.542 -1.824
H3 1.955 -1.890 -2.671
H4 2.779 0.048 -1.356
H5 1.823 0.555 0.699
H6 0.717 1.561 -1.264
H7 -0.747 0.555 -0.984
H8 0.588 2.241 1.101
H9 -0.862 2.840 0.313
H10 -0.275 -1.640 0.129
H11 0.172 -0.794 1.701
H12 1.152 -2.062 1.029
H13 -2.443 -0.061 1.357
H14 -2.827 -1.040 0.304
O2 -3.076 -0.832 1.235

Forces on the atoms, in the same order (eV/Å):
0.623 1.318 0.789
0.425 -0.954 1.011
-0.996 -0.218 -2.369
0.145 0.990 1.959
-0.292 -0.966 0.030
0.163 0.021 0.298
0.856 0.633 0.625
-0.004 -0.085 -0.433
0.120 -0.601 -0.168
-0.494 -0.213 -0.206
-0.270 0.198 -0.168
0.197 -0.366 0.086
0.000 0.248 -0.445
0.034 -0.442 -0.287
-0.068 0.093 0.303
0.185 0.031 -0.727
-0.475 0.161 0.313
-0.882 -0.250 -0.267
0.510 0.156 -0.318
-0.001 0.052 0.228
-0.462 0.002 1.035
0.687 0.191 -1.289


A structure of composition C37H23AsF5HgNS2, computed with the ωB97M-V functional and the def2-TZVPD basis.

The calculation puts the relative energy (zero: lowest compared OMol25 entry of this formula, charge and spin) at 0.9399 eV. Its maximum force is 0.0220 hartree/bohr. Its net charge is -1. Its multiplicity is 2. The calculation puts the LUMO energy (alpha / beta) at 2.3 / 1.6 eV.

Element x y z (Å)
Hg1 1.074 0.291 -1.057
S1 6.150 -1.161 -0.458
C1 6.298 0.563 -0.434
C2 7.448 1.347 -0.465
C3 7.296 2.723 -0.464
C4 6.025 3.306 -0.404
C5 4.885 2.526 -0.358
C6 5.020 1.138 -0.388
N1 3.977 0.228 -0.374
C7 4.383 -0.990 -0.412
C8 3.514 -2.188 -0.432
C9 4.086 -3.464 -0.367
C10 3.289 -4.596 -0.358
C11 1.908 -4.466 -0.419
C12 1.336 -3.202 -0.514
C13 2.128 -2.072 -0.518
H1 8.431 0.891 -0.481
H2 8.174 3.357 -0.508
H3 5.931 4.384 -0.388
H4 3.894 2.960 -0.303
H5 5.165 -3.563 -0.320
H6 3.744 -5.577 -0.307
H7 1.279 -5.349 -0.407
H8 0.260 -3.107 -0.590
F1 0.952 7.990 -0.925
C14 0.506 6.774 -0.558
C15 1.338 5.674 -0.610
F2 2.618 5.831 -0.993
C16 0.868 4.431 -0.238
F3 1.742 3.410 -0.295
C17 -0.450 4.192 0.182
S2 -1.028 2.628 0.615
C18 -1.250 5.344 0.230
F4 -2.524 5.248 0.634
C19 -0.790 6.599 -0.118
F5 -1.602 7.668 -0.029
C20 -4.779 -5.046 -1.473
C21 -5.152 -3.744 -1.773
C22 -4.360 -2.674 -1.370
C23 -3.187 -2.891 -0.652
C24 -2.820 -4.209 -0.361
C25 -3.609 -5.278 -0.760
As1 -1.853 -1.485 -0.350
C26 -3.021 0.049 -0.596
C27 -4.049 0.363 0.289
C28 -4.855 1.467 0.058
C29 -4.637 2.267 -1.058
C30 -3.626 1.950 -1.951
C31 -2.821 0.843 -1.719
C32 -1.703 -1.536 1.596
C33 -2.416 -2.400 2.424
C34 -2.155 -2.444 3.788
C35 -1.186 -1.619 4.341
C36 -0.483 -0.739 3.527
C37 -0.737 -0.704 2.164
H9 -5.389 -5.878 -1.804
H10 -6.060 -3.559 -2.335
H11 -4.656 -1.663 -1.617
H12 -1.899 -4.393 0.183
H13 -3.304 -6.292 -0.531
H14 -4.210 -0.256 1.165
H15 -5.646 1.714 0.756
H16 -5.246 3.148 -1.218
H17 -3.444 2.578 -2.814
H18 -2.004 0.611 -2.392
H19 -3.178 -3.047 2.008
H20 -2.705 -3.132 4.420
H21 -0.977 -1.660 5.404
H22 0.273 -0.087 3.947
H23 -0.182 -0.017 1.534

Forces on the atoms, in the same order (eV/Å):
0.265 -0.716 0.258
-0.147 -0.049 -0.010
0.008 0.000 0.000
-0.029 0.018 0.015
0.024 -0.040 0.024
-0.053 -0.027 0.013
-0.099 -0.015 -0.013
0.123 -0.105 0.010
-0.154 0.101 0.027
0.226 -0.035 -0.038
-0.026 0.015 0.000
0.024 0.139 0.031
0.042 -0.042 -0.001
0.029 0.017 -0.024
0.034 -0.113 0.038
-0.257 1.076 -0.225
-0.021 0.037 -0.056
-0.014 -0.020 0.037
0.002 -0.024 -0.020
0.101 0.010 -0.028
-0.005 -0.084 0.027
0.006 0.018 0.019
-0.001 0.003 -0.010
-0.013 -0.022 -0.031
0.012 0.042 0.038
0.088 0.048 -0.042
0.084 -0.045 0.086
0.017 -0.022 -0.058
-0.160 -0.005 -0.009
0.022 0.017 -0.021
0.184 0.063 -0.023
0.155 -0.234 0.022
0.110 -0.154 -0.017
-0.081 0.064 0.016
-0.173 0.040 0.033
-0.034 0.011 -0.049
0.010 0.015 0.003
0.029 -0.026 0.019
-0.009 0.013 0.088
0.174 -0.281 -0.178
-0.037 0.085 -0.004
-0.001 0.045 0.012
-0.353 0.175 -0.031
-0.152 0.061 0.002
0.063 0.001 -0.032
0.004 -0.016 0.019
0.014 -0.027 -0.033
-0.042 -0.035 0.030
0.015 -0.061 0.054
0.042 -0.035 0.160
-0.007 0.019 -0.026
0.034 0.014 0.021
0.005 0.029 -0.035
-0.049 -0.052 -0.009
-0.021 -0.051 -0.087
-0.003 0.015 0.023
0.008 0.017 0.017
-0.012 0.005 -0.020
0.002 -0.058 -0.022
-0.007 0.020 0.018
-0.001 0.039 0.020
0.040 0.010 -0.001
0.004 -0.023 -0.004
0.010 0.007 0.009
0.009 0.043 -0.034
0.000 -0.009 -0.005
-0.022 0.024 -0.016
-0.012 0.003 -0.017
-0.029 0.014 -0.013
0.004 0.049 0.053


An isolated molecule of C11H9N, computed with the ωB97M-V functional and the def2-TZVPD basis.

The calculation puts the relative energy (zero: lowest compared OMol25 entry of this formula, charge and spin) at 2.7394 eV. Its maximum force is 0.0742 hartree/bohr. As for the SMILES: CC1=C=Nc2ccccc2C=C1. The calculation puts the LUMO energy (alpha / beta) at 0.0 / 0.0 eV.

Element x y z (Å)
C1 -0.014 2.396 2.771
C2 -0.170 1.574 1.489
C3 0.573 1.775 0.380
N1 0.782 1.533 -0.804
C4 0.776 0.270 -1.391
C5 1.531 -0.089 -2.515
C6 1.523 -1.388 -3.051
C7 0.705 -2.283 -2.413
C8 -0.273 -1.898 -1.531
C9 -0.197 -0.652 -0.896
C10 -1.244 -0.259 0.080
C11 -1.289 0.645 1.108
H1 -0.901 2.596 3.352
H2 0.501 3.314 2.317
H3 0.579 1.735 3.396
H4 2.228 0.636 -2.909
H5 2.513 -1.676 -3.636
H6 0.588 -3.312 -2.881
H7 -0.901 -2.756 -1.224
H8 -2.114 -0.891 -0.090
H9 -2.227 0.732 1.670

Forces on the atoms, in the same order (eV/Å):
1.379 -0.524 -1.865
-0.559 0.459 -0.921
-1.163 -1.523 -0.165
-0.120 1.257 -0.136
-0.041 -1.653 -0.378
0.395 0.349 0.412
3.264 0.860 0.670
-0.929 -2.392 -2.820
0.330 -0.612 1.279
-0.006 0.710 -0.079
-0.229 0.067 0.854
0.352 -0.087 -0.764
-0.510 0.319 -0.432
-0.607 -1.045 1.864
0.658 0.685 0.539
0.039 0.154 -0.009
-2.763 0.414 0.647
0.488 1.168 0.960
-0.155 1.137 0.204
-0.167 0.311 0.336
0.343 -0.051 -0.193


An isolated molecule of C7H10S, computed with the ωB97M-V functional and the def2-TZVPD basis.

The calculation puts the relative energy (zero: lowest compared OMol25 entry of this formula, charge and spin) at 1.2570 eV. Its maximum force is 0.0503 hartree/bohr. As for the SMILES: C1=CC2(CCC2)SC1. The calculation puts the LUMO energy at 0.9 eV.

Element x y z (Å)
C1 0.448 -2.065 0.579
C2 0.300 -0.903 1.174
C3 0.038 0.311 0.351
C4 -1.225 1.164 0.774
C5 -0.431 2.425 0.424
C6 0.865 1.543 0.539
S1 -0.098 -0.324 -1.359
C7 0.285 -2.047 -0.933
H1 0.680 -3.027 1.051
H2 0.435 -0.775 2.241
H3 -1.511 1.138 1.799
H4 -2.093 0.940 0.160
H5 -0.677 2.740 -0.619
H6 -0.581 3.374 1.128
H7 1.603 1.726 -0.217
H8 1.332 1.644 1.527
H9 1.195 -2.410 -1.489
H10 -0.493 -2.731 -1.289

Forces on the atoms, in the same order (eV/Å):
0.062 -0.930 -1.152
0.560 0.244 0.503
-1.696 -1.038 0.845
0.046 -0.258 -1.453
-0.271 1.893 0.740
0.154 1.973 -0.063
0.098 0.107 -0.088
0.767 -0.622 -0.301
-0.146 0.538 0.036
-0.102 0.019 0.102
0.073 -0.399 0.987
-0.198 0.099 0.044
0.515 -0.154 0.732
0.509 -2.072 -1.465
0.577 0.040 -0.325
-0.196 -0.249 -0.140
-0.553 0.545 0.734
-0.198 0.266 0.263